Entry from OMol25: a single C2H5N3 molecule in a non-equilibrium geometry (ωB97M-V/def2-TZVPD).

```
10
Properties=species:S:1:pos:R:3:forces:R:3
N 2.794888 0.062712 0.396591 0.062 -0.005 0.324
C 1.756157 -0.331642 0.104462 -3.511 -1.100 -2.820
N 0.362877 -0.736175 -0.517837 5.201 -2.303 2.592
C -0.621810 -0.061534 0.399443 -0.114 -2.846 1.383
N -1.217143 0.947562 -0.313098 -2.551 0.934 -2.200
H 0.466203 -1.826133 -0.379295 -0.765 2.590 -0.299
H -1.393893 -0.943543 0.869109 2.026 2.634 -1.323
H 0.031683 0.385859 1.157318 -1.092 -0.239 0.531
H -0.713218 1.797458 -0.420975 0.714 0.548 0.518
H -1.465740 0.705432 -1.295722 0.029 -0.212 1.295
```
Positions in Å, forces in eV/Å.

Computed properties:
LUMO energy (eV): 0.63
SMILES: N#CNCN
HOMO energy (eV): -10.11
Total energy (hartree): -243.39001
Orbital gap (eV): 10.741

=====

Entry from OMol25: a molecular structure, C2H11N3P in a non-equilibrium geometry (ωB97M-V/def2-TZVPD).

```
17
Properties=species:S:1:pos:R:3:forces:R:3
C 0.858129 -1.453451 0.248263 0.211 -0.322 0.052
C -0.507577 -0.965043 -0.056897 -0.542 -0.433 -0.007
N 1.448090 -0.356374 0.998950 0.812 -0.148 0.174
N -2.354269 0.919984 0.035784 -0.230 0.222 -0.004
N -1.474875 -1.635997 -0.585771 0.295 0.165 0.054
P -0.775928 0.679014 0.670290 -0.602 0.076 0.240
H 1.402303 -1.644279 -0.682395 -0.059 0.028 0.047
H 0.823808 -2.405596 0.797828 0.003 0.121 -0.140
H 1.527702 -0.561591 1.987965 -0.019 0.022 -0.056
H 2.367838 -0.086991 0.670244 -0.075 -0.068 -0.046
H -3.034611 1.045128 0.775595 -0.025 0.027 -0.003
H -2.452060 1.701619 -0.602090 -0.023 -0.146 -0.146
H -2.352544 -1.129408 -0.720116 -0.051 0.062 0.009
H 3.153592 3.387005 -1.462594 -0.533 0.611 0.842
H -1.415051 -2.606911 -0.870271 0.102 0.076 0.003
H 2.802426 3.795719 -0.902031 0.527 -0.620 -0.839
H -0.016973 1.317176 -0.302749 0.208 0.327 -0.179
```
Positions in Å, forces in eV/Å.

Computed properties:
LUMO energy (eV): -4.29
Charge: +1
HOMO energy (eV): -13.16
Total energy (hartree): -588.14230
Orbital gap (eV): 8.873

=====

Entry from OMol25: a molecular structure, C24H28IrN5O3 (ωB97M-V/def2-TZVPD).

```
61
Properties=species:S:1:pos:R:3:forces:R:3
Ir -0.176024 0.683323 -0.584351 0.278 0.059 -0.027
O 2.624579 -2.061514 0.780413 0.000 -0.053 -0.055
C 1.937007 -1.185671 0.244938 -0.001 -0.012 0.099
N 0.692435 -0.834847 0.497951 0.047 0.041 0.276
C -0.038823 -1.391414 1.596657 0.031 0.031 -0.041
C -1.371887 -0.696819 1.681169 -0.054 -0.111 0.052
C -2.271257 -1.042499 2.680173 -0.047 0.011 -0.021
C -3.506088 -0.430336 2.745663 0.019 0.007 -0.021
C -3.816078 0.529350 1.793116 0.009 -0.024 0.000
C -2.877466 0.835925 0.833088 -0.076 0.008 -0.037
N -1.671160 0.250878 0.768634 0.082 -0.001 0.035
C 2.523359 -0.301620 -0.838939 0.007 -0.018 -0.120
C 3.847815 -0.436839 -1.204580 -0.007 0.002 -0.006
C 4.386062 0.421912 -2.148825 -0.055 0.021 0.018
C 3.569144 1.404321 -2.684116 0.067 -0.010 -0.032
C 2.251353 1.485381 -2.275960 -0.102 -0.057 -0.015
N 1.716811 0.640204 -1.385663 0.144 0.023 0.050
H 0.495343 -1.268350 2.547023 0.016 -0.001 -0.016
H -0.211852 -2.468244 1.478626 0.010 0.004 0.009
H -1.983291 -1.800348 3.397245 0.006 0.001 0.000
H -4.213632 -0.694255 3.520444 -0.003 0.001 0.001
H -4.767047 1.042178 1.786607 -0.003 -0.003 0.005
H -3.082313 1.576557 0.073863 -0.002 0.020 0.024
H 4.419111 -1.212044 -0.713026 -0.002 -0.008 -0.005
H 5.422650 0.338163 -2.446544 0.000 0.003 -0.010
H 3.938497 2.116511 -3.408534 0.008 -0.006 0.002
H 1.589024 2.247033 -2.652895 -0.076 0.018 -0.048
C -2.880396 -4.671083 0.676286 0.013 -0.010 0.016
O -1.752444 -4.763517 -0.193709 -0.032 -0.023 0.021
C -1.419544 -3.593452 -0.791605 0.070 -0.121 0.011
O -1.993910 -2.554012 -0.604563 -0.189 0.159 0.005
N -0.358747 -3.811458 -1.615530 0.014 -0.057 -0.031
N 0.263684 -2.729047 -2.221800 0.002 0.056 -0.092
H -3.048019 -5.677265 1.048696 -0.001 0.000 0.001
H -3.755189 -4.312156 0.136769 -0.003 -0.003 -0.001
H -2.673699 -3.991434 1.502880 -0.005 0.006 -0.003
H 0.117213 -4.695561 -1.523166 0.019 0.013 0.024
H 0.399276 -2.906546 -3.206615 0.036 -0.040 0.018
H 1.138088 -2.507499 -1.762894 0.001 -0.003 -0.042
C -0.955810 1.718807 -4.081786 0.007 -0.032 -0.015
C -1.942803 1.588233 -2.908745 0.058 0.134 -0.055
C -2.444911 0.136495 -2.899166 0.009 0.001 0.057
C -1.234278 1.849655 -1.568055 -0.491 -0.072 -0.048
C -3.076815 2.593185 -3.109288 0.036 -0.001 -0.001
C -4.410857 2.221156 -3.238468 0.023 0.007 -0.008
C -5.409614 3.175609 -3.403365 -0.002 0.002 0.002
C -5.093454 4.522579 -3.443489 -0.005 -0.002 -0.001
C -3.765781 4.910886 -3.312853 0.006 -0.002 0.001
C -2.776672 3.956908 -3.146567 -0.010 0.012 0.003
H -0.192749 0.944999 -4.001327 0.098 0.003 0.046
H -0.472214 2.696615 -4.115548 0.001 -0.008 0.015
H -1.489270 1.575873 -5.024147 0.014 0.012 -0.011
H -1.608465 -0.542020 -2.733008 0.019 0.003 -0.023
H -2.930025 -0.104645 -3.849414 0.006 -0.002 0.008
H -3.151002 -0.048267 -2.087698 -0.026 0.009 -0.009
H -1.716131 2.709797 -1.068821 0.053 0.026 -0.008
H -4.685266 1.176031 -3.211493 -0.013 -0.009 -0.002
H -6.440167 2.857513 -3.500886 -0.002 0.000 -0.002
H -5.870334 5.264929 -3.573013 -0.001 -0.001 0.000
H -3.501860 5.960721 -3.338388 0.000 0.002 0.001
H -1.747411 4.279084 -3.033580 0.001 -0.002 0.005
```
Positions in Å, forces in eV/Å.

Computed properties:
LUMO energy (alpha / beta) (eV): 0.08 / 0.08
HOMO energy (alpha / beta) (eV): -6.83 / -6.83
Total energy (hartree): -1535.15204
Orbital gap (alpha / beta) (eV): 6.908 / 6.907

=====

Entry from OMol25: a molecular structure, C33H36HgN6O5S4 in a non-equilibrium geometry (ωB97M-V/def2-TZVPD).

```
85
Properties=species:S:1:pos:R:3:forces:R:3
Hg 0.110424 -0.154446 -0.059907 0.088 1.068 0.592
C 5.868102 0.573441 4.374362 -0.076 -0.123 -0.068
C 4.897089 0.421961 3.229121 -0.094 -0.039 0.093
C 5.327433 -0.008062 1.975791 -0.075 0.115 -0.091
C 4.480086 -0.039017 0.850748 0.198 -0.025 -0.069
C 5.034009 -0.405426 -0.399192 -0.025 0.066 -0.070
N 4.614541 -0.075993 -1.674949 -0.388 -0.205 -0.012
C 3.903671 1.139766 -2.041555 0.272 -0.030 0.007
C 3.946716 1.368524 -3.550091 -0.138 -0.071 0.129
C 3.158862 0.339143 -4.370083 0.229 0.257 -0.018
N 1.750480 0.312570 -4.013279 0.077 -0.355 -0.130
C 0.761874 0.167303 -4.849854 0.013 0.119 0.114
C -0.585159 -0.017219 -4.464992 -0.107 0.010 -0.060
C -1.591202 -0.155857 -5.444311 0.038 -0.102 0.032
C -2.893710 -0.401907 -5.105754 -0.003 0.004 -0.209
C -3.964176 -0.558788 -6.155726 0.034 0.072 0.138
C -3.212811 -0.478595 -3.732672 0.098 0.051 0.036
C -2.298791 -0.310025 -2.720302 0.044 -0.017 0.194
C -2.817298 -0.332803 -1.339740 -0.026 0.039 0.010
N -2.196578 -0.085677 -0.262334 -0.387 0.111 -0.290
C -2.957401 -0.046603 0.984218 0.091 -0.084 0.235
C -2.181234 -0.550194 2.218056 0.236 0.222 -0.335
C -1.144231 0.435562 2.793658 -0.087 0.091 -0.090
N 0.141492 0.379787 2.113630 0.083 -0.010 0.451
C 1.217165 0.567705 2.782593 0.152 -0.028 -0.126
C 2.605572 0.516122 2.358662 -0.077 -0.012 -0.191
C 3.553046 0.682339 3.397880 0.062 -0.077 0.046
C 3.061255 0.231955 1.029897 -0.156 0.142 0.426
O 2.307234 0.153169 0.012623 0.245 -0.036 -0.208
C -0.916850 -0.086035 -3.070896 -0.140 0.003 -0.099
O 0.006829 0.062252 -2.231413 0.114 0.133 -0.453
H 6.874544 0.778207 4.006502 0.011 0.019 0.035
H 5.913073 -0.335770 4.981273 0.041 0.014 0.015
H 5.571195 1.393093 5.029977 0.023 0.007 0.006
H 6.374096 -0.263506 1.834862 0.017 0.078 -0.023
H 5.940373 -1.000973 -0.376480 0.083 0.109 -0.030
H 5.140389 -0.500089 -2.418539 0.113 0.006 0.088
H 4.369769 1.986579 -1.523311 -0.044 -0.017 -0.072
H 2.875592 1.101636 -1.685692 0.014 0.032 0.065
H 4.984363 1.351140 -3.899376 -0.012 0.028 -0.055
H 3.546164 2.364153 -3.754430 0.020 0.002 -0.025
H 3.581070 -0.657442 -4.219050 -0.096 -0.045 0.030
H 3.239226 0.580401 -5.432136 -0.038 -0.052 -0.022
H 1.458769 0.208999 -3.027161 -0.003 0.129 0.032
H 1.007182 0.192704 -5.909432 -0.006 0.004 -0.006
H -1.307292 -0.075920 -6.489972 -0.025 -0.030 -0.006
H -3.516877 -0.683009 -7.141410 -0.032 -0.013 -0.018
H -4.611881 0.320591 -6.189647 -0.034 -0.026 -0.019
H -4.593453 -1.426873 -5.953406 0.001 -0.006 -0.023
H -4.245251 -0.667405 -3.451571 -0.012 0.009 -0.027
H -3.891346 -0.555063 -1.282046 -0.005 -0.026 -0.041
H -3.878264 -0.630635 0.871034 -0.002 -0.008 -0.009
H -3.237866 0.998374 1.152054 0.007 0.014 -0.019
H -1.695577 -1.495828 1.963685 -0.046 -0.051 0.087
H -2.920410 -0.745764 2.997553 -0.015 -0.037 -0.009
H -1.004618 0.247314 3.865273 -0.028 -0.031 0.010
H -1.534886 1.454472 2.685296 0.006 0.011 0.018
H 1.108138 0.752134 3.860336 -0.021 0.035 0.007
H 3.195125 1.011475 4.369851 -0.013 -0.056 0.008
S 1.679281 8.217206 0.144007 -0.104 0.140 0.074
C 1.493632 6.565129 0.002546 0.098 -0.055 -0.091
S 0.029108 5.769584 0.468796 0.186 -0.286 -0.150
C 0.652140 4.198922 -0.112337 -0.187 0.654 0.151
N 1.855521 4.322207 -0.568233 0.231 -0.320 -0.136
N 2.335229 5.624009 -0.494662 -0.212 0.131 0.192
C 3.656042 5.795286 -0.993643 0.140 -0.111 -0.139
C 4.212548 4.737965 -1.721576 -0.153 0.047 -0.038
C 5.493643 4.829269 -2.233299 -0.022 0.047 0.004
C 6.248035 5.979516 -2.043094 -0.002 0.003 0.001
C 5.701446 7.021424 -1.312928 0.008 -0.042 -0.013
C 4.421305 6.938473 -0.779720 0.032 0.066 0.065
S -0.338391 2.831041 -0.050612 -0.277 0.036 -0.075
H 3.608937 3.856819 -1.868058 0.057 0.042 0.012
H 5.904370 3.991236 -2.784264 -0.014 -0.002 -0.014
H 7.245452 6.059697 -2.456662 0.009 -0.009 0.021
H 6.275093 7.924309 -1.143540 0.004 -0.003 0.009
H 4.027574 7.761984 -0.209002 -0.021 -0.055 -0.019
C 0.301042 -4.760071 0.391981 -0.028 0.192 -0.096
S -0.197196 -3.225500 -0.368519 0.076 -0.709 0.150
O -1.643413 -3.155723 -0.236325 -0.054 0.084 0.001
O 0.294381 -3.238635 -1.731492 -0.009 0.080 -0.034
O 0.498639 -2.233182 0.491137 0.043 -1.184 0.167
H -0.100634 -5.587398 -0.187916 0.000 -0.007 0.004
H -0.096563 -4.760640 1.404172 0.007 -0.061 0.000
H 1.388100 -4.779275 0.412020 -0.003 -0.065 -0.026
```
Positions in Å, forces in eV/Å.

Computed properties:
LUMO energy (alpha / beta) (eV): 1.41 / 1.41
Charge: -1
⟨S²⟩: 0.79
HOMO energy (alpha / beta) (eV): -2.78 / -4.39
2S+1: 2
Total energy (hartree): -3730.04739
Orbital gap (alpha / beta) (eV): 4.190 / 5.802

=====

The evaluated M for the records listed, in turn: 71.1 108.1 626.7 925.5 g mol⁻¹.
The evaluated energy above the lowest of the compared OMol25 structures with the same formula, charge and spin for the records listed, in turn: 188.88 51.10 0.00 69.42 kJ/mol.